Entry 1:
Molecular formula: C3H4N2O
Method: DFT, ωB97M-V/def2-TZVPD

Last column: Löwdin charge in e.
Positions of all 10 atoms, in Å:
O  1.822  -0.740  -1.846  -0.0095
C  1.032  -1.658  -1.389  -0.0633
C  0.151  -0.996  -0.294  -0.1356
N  0.321  0.238  -0.045  0.0295
C  -0.501  0.904  0.880  -0.3040
N  -1.763  0.893  0.772  0.1133
H  1.662  0.133  -1.388  0.0955
H  -0.595  -1.609  0.220  0.1076
H  0.070  1.452  1.635  0.1167
H  -2.176  1.475  1.501  0.0498

highest occupied orbital energy	-9.072	eV
2S+1	1
ΔE to the lowest compared entry with this formula, charge and spin	94.4	kcal/mol
electronic energy	-301.33678	Eh
frontier orbital gap	8.195	eV
molar mass	84.1	g/mol



Entry 2:
Molecular formula: C3H4N2O
Method: DFT, ωB97M-V/def2-TZVPD

Last column: Löwdin charge in e.
Positions of all 10 atoms, in Å:
H  1.536  -1.972  0.810  0.0314
N  0.922  -1.649  0.130  0.1289
C  0.541  -0.469  0.237  -0.1625
C  -0.293  0.223  -1.007  -0.3334
O  -1.178  1.124  -0.336  -0.0759
C  0.771  0.952  -1.514  -0.2789
N  1.558  1.718  -1.722  0.2051
H  0.547  0.384  1.065  0.1679
H  -1.018  -0.087  -1.893  0.2016
H  -0.585  1.916  -0.168  0.1159

highest occupied orbital energy	-10.453	eV
2S+1	1
ΔE to the lowest compared entry with this formula, charge and spin	79.5	kcal/mol
electronic energy	-301.36062	Eh
SMILES	[H]/N=C/[C@@H](O)C#N
frontier orbital gap	11.280	eV
molar mass	84.1	g/mol